Here is a cluster of 2 separate species, C3H12N in total at a distorted geometry from OMol25. Energies are from ωB97M-V with the def2-TZVPD basis set.

Geometry (Å):
1 N -2.5149 0.4069 -0.5854
2 H -1.8894 0.7386 0.1597
3 H -2.0825 0.1265 -1.4678
4 H -3.2454 1.1009 -0.7627
5 H -2.9665 -0.4167 -0.1718
6 C 0.2510 -0.1615 1.1387
7 C 1.0779 0.3911 -0.0179
8 C 2.1557 -0.5821 -0.4476
9 H 0.8480 -0.7000 1.8737
10 H -0.3802 0.5448 1.6734
11 H -0.3917 -0.9668 0.7384
12 H 0.4277 0.6064 -0.8752
13 H 1.4423 1.3840 0.2566
14 H 2.8357 -0.1346 -1.1636
15 H 1.6883 -1.5061 -0.7854
16 H 2.7440 -0.8315 0.4370

## Properties
Total charge ... +1
HOMO ... -0.55287 Eh
F_max ... 1.3 eV Å⁻¹
Electronic energy ... -4788.73108 eV
ΔE to the lowest compared entry with this formula, charge and spin ... 9.3 kcal per mole